C38H80N6O7 | ωB97M-V/def2-TZVPD

The geometry in XYZ format:
```
131
Properties=species:S:1:pos:R:3:forces:R:3:lowdin_charge:R:1
N -0.01433 -0.36916 -0.60349 0.871 -0.615 1.177 -0.6203
O -0.77003 -0.42899 -1.56475 -0.179 0.137 -0.298 -0.0130
O 1.17204 -0.77195 -0.65402 0.531 -0.059 -0.907 -0.0836
O -0.38787 0.03054 0.52460 -0.993 0.526 0.323 -0.0912
C 5.07815 0.18214 3.50555 -0.148 -0.817 0.471 0.0410
C 3.61160 0.41287 3.59477 0.194 2.116 -0.096 -0.3825
O 3.12210 1.50096 3.58087 -0.672 -1.498 0.054 0.1649
N 2.76385 -0.85909 3.70448 0.163 -0.794 -0.963 0.1051
H 3.42730 -1.60210 3.47996 0.129 -0.068 -0.396 0.1607
H 2.49757 -1.19599 4.63138 -0.417 0.928 0.472 0.1951
C 1.62635 -0.99633 2.66122 0.890 -0.106 0.363 0.0389
H 5.45531 -0.08494 2.51670 -0.354 -0.005 -0.170 0.1024
H 5.27224 -0.67970 4.14907 0.653 0.195 0.153 0.1088
H 5.57165 1.09378 3.83348 0.094 -0.175 0.150 0.1194
H 1.97320 -0.53660 1.73752 -0.200 0.022 -0.028 0.0745
H 0.69816 -0.54986 3.00074 0.206 0.049 0.127 0.0849
H 1.57048 -2.07403 2.52467 -0.452 0.090 -0.142 0.1068
C 4.02169 2.58777 0.61872 -2.260 0.828 -0.976 -0.0148
C 4.64963 2.32732 -0.74041 2.811 -0.205 0.266 -0.4280
C 5.11362 0.89804 -0.68492 0.126 -2.235 0.174 -0.1576
C 5.42973 0.19669 -1.98217 0.031 1.493 -1.558 -0.1353
C 4.17823 0.28670 -2.87106 -0.853 -0.981 1.904 -0.1277
C 3.74326 1.73886 -3.18927 1.637 -0.731 -1.390 -0.4074
N 3.78799 2.58381 -1.94420 -3.793 2.217 1.963 0.0772
O 2.93357 3.47475 -1.76758 2.929 -2.958 -1.291 0.2019
C 2.33892 1.74179 -3.79086 -0.695 0.517 1.266 0.0048
C 4.82216 2.18241 -4.22435 -0.827 1.476 -1.160 0.0139
C 5.86571 3.30424 -0.93961 -0.539 0.528 0.271 0.0413
H 4.66593 2.42771 1.47756 0.386 0.142 -0.392 0.0998
H 3.15223 1.93000 0.70831 0.073 -0.240 0.143 0.0809
H 3.56113 3.57593 0.61906 0.449 0.227 0.434 0.0877
H 4.34653 0.26123 -0.22847 -0.441 0.285 0.014 0.1166
H 5.92541 0.77866 0.03477 0.293 0.594 -0.182 0.1345
H 5.86164 -0.79405 -1.86406 -0.392 -0.097 0.082 0.1361
H 6.15037 0.77062 -2.56989 0.594 -0.176 0.439 0.1055
H 3.33413 -0.14924 -2.32417 -0.032 -0.268 0.016 0.1069
H 4.28589 -0.30941 -3.77508 0.020 0.472 -0.267 0.1332
H 1.88684 2.70917 -4.00746 0.682 0.186 -0.546 0.1000
H 1.65646 1.40283 -3.00483 0.032 -0.558 -0.051 0.0856
H 2.27252 1.06418 -4.63792 0.203 0.116 -0.011 0.1081
H 4.60999 3.19388 -4.57841 0.128 0.181 0.254 0.1068
H 4.61950 1.59292 -5.11931 -0.042 -0.266 0.173 0.1086
H 5.89272 2.10778 -4.05288 -0.198 -0.154 0.704 0.0923
H 6.41362 3.22087 -1.87606 -0.289 -0.067 -0.121 0.0951
H 6.60096 3.22441 -0.13912 -0.206 -0.507 0.122 0.1116
H 5.43625 4.29874 -0.80795 0.219 0.195 -0.431 0.1019
C -5.42921 -4.93881 4.12938 0.339 0.026 -0.310 0.0074
C -4.95559 -3.57259 3.61742 -1.223 0.111 0.365 -0.4457
C -4.41749 -2.67154 4.69783 0.187 1.484 0.214 -0.1067
C -4.11354 -1.23376 4.15304 -0.052 -1.296 1.740 -0.1549
C -3.44280 -1.18091 2.79082 -0.649 1.041 -1.210 -0.1097
C -3.06302 -2.50501 2.01108 0.685 1.531 1.057 -0.3913
N -3.84771 -3.64400 2.58571 -0.316 -4.163 -0.064 0.0317
O -3.54021 -4.78838 2.30209 -0.068 2.881 -0.148 0.2264
C -1.62744 -2.83353 2.42467 0.839 -0.748 0.262 -0.0178
C -3.10929 -2.46521 0.47312 -0.475 -0.001 0.469 0.0142
C -6.16985 -2.93515 2.92654 -0.388 1.054 -1.203 0.0081
H -4.82485 -5.48513 4.85349 0.505 0.365 -0.143 0.1068
H -5.59740 -5.59912 3.28070 -0.357 -0.057 0.144 0.0985
H -6.35919 -4.70708 4.64717 -0.128 -0.202 -0.184 0.1120
H -3.57286 -3.10716 5.23340 0.119 -0.160 -0.253 0.1303
H -5.19272 -2.53010 5.45120 -0.086 -0.356 -0.012 0.1441
H -3.48130 -0.77898 4.91727 0.203 0.025 -0.144 0.1144
H -5.04145 -0.67634 4.27299 -0.023 0.091 -0.791 0.1214
H -2.58951 -0.51386 2.92101 0.612 -0.690 -0.350 0.1058
H -4.04082 -0.53955 2.13822 -0.332 -0.397 -0.204 0.1200
H -0.87278 -2.08736 2.17917 -0.748 0.665 -0.165 0.0596
H -1.23077 -3.70534 1.90174 -0.387 -0.390 0.290 0.1040
H -1.61745 -2.96837 3.50762 0.288 -0.253 0.000 0.1044
H -2.22173 -1.88890 0.21303 -0.089 -0.043 -0.373 0.0788
H -3.98722 -1.99439 0.03402 -0.056 0.169 0.351 0.0900
H -3.07443 -3.48270 0.08417 0.341 0.002 0.000 0.0952
H -6.98848 -2.64688 3.58628 0.425 -0.199 0.608 0.1204
H -6.67552 -3.53743 2.17025 0.452 -0.526 0.077 0.1099
H -5.92051 -2.00934 2.40270 0.175 0.041 0.043 0.0866
C -2.37258 6.74286 0.77405 0.325 0.448 1.159 -0.0047
C -2.00808 5.24770 0.92322 -0.172 2.361 -0.589 -0.4244
C -1.02226 4.94372 -0.19359 1.254 -1.357 1.159 -0.1006
C -0.27180 3.63102 0.08284 -1.241 -1.001 -0.924 -0.1739
C 0.50370 3.68522 1.36715 -0.794 -1.072 -0.057 -0.1427
C -0.37337 3.90063 2.62718 1.289 1.418 -0.570 -0.4005
N -1.37670 5.04003 2.34086 -3.568 -2.129 1.245 0.0711
O -2.11226 5.26380 3.27362 1.841 0.805 -1.685 0.2334
C 0.64072 4.46207 3.61877 -0.615 -0.259 1.609 -0.0027
C -1.23912 2.70588 3.03880 0.863 -1.885 -0.204 0.0078
C -3.33715 4.51688 0.85773 -0.252 -1.075 0.499 0.0002
H -2.93686 7.10592 1.63441 -0.199 -0.187 -0.016 0.0993
H -2.98759 6.91664 -0.10597 0.187 -0.184 -0.101 0.1135
H -1.47946 7.36743 0.74610 0.028 -0.038 -0.302 0.0993
H -0.24283 5.70568 -0.14463 -0.305 0.398 -0.655 0.1307
H -1.58068 4.90028 -1.12548 0.201 0.343 -0.073 0.1449
H 0.29577 3.23126 -0.76110 0.595 0.813 -0.062 0.1092
H -0.98131 2.79459 0.09890 -0.323 0.085 0.565 0.1085
H 1.31433 4.41219 1.32894 -0.099 0.111 0.084 0.1223
H 0.92470 2.69276 1.54257 0.329 0.074 -0.027 0.1115
H 1.45722 3.74687 3.71310 0.117 0.129 -0.199 0.0875
H 0.24302 4.58033 4.62856 -0.213 -0.044 -0.037 0.1029
H 1.00555 5.44784 3.33494 0.128 -0.155 -0.296 0.1082
H -1.90360 2.31607 2.26735 -0.227 0.671 -0.153 0.0784
H -1.72160 2.60260 4.00965 -0.150 1.250 0.038 0.1062
H -0.57391 1.83559 3.09779 0.569 0.251 -0.123 0.0833
H -3.28721 3.43725 1.00572 0.277 -0.047 -0.302 0.0806
H -3.72887 4.72212 -0.13714 -0.081 -0.066 0.058 0.1148
H -4.05458 4.85138 1.60594 0.124 0.415 -0.080 0.1077
C -3.86487 -2.40599 -2.88522 0.097 -0.875 -2.736 -0.0837
C -2.63392 -3.34394 -2.99848 -0.003 0.817 1.022 -0.2235
C -1.88649 -3.15399 -4.32842 0.266 -0.361 -0.018 -0.0999
N -0.49664 -3.82396 -4.49060 -0.843 0.865 -0.663 -0.2574
C -0.55412 -5.31613 -4.38166 0.973 0.139 1.351 0.0318
C 0.06117 -3.50228 -5.90846 0.197 -0.150 1.219 -0.0637
C 1.59244 -3.48092 -5.72236 -0.869 -0.279 -0.360 -0.1262
C 1.82737 -3.11498 -4.23313 0.539 -1.617 -0.233 -0.1293
C 0.45869 -3.10325 -3.54527 0.164 0.671 -1.600 -0.0920
H -3.57108 -1.37559 -3.08195 -0.066 0.193 0.987 0.0857
H -4.52634 -2.65431 -2.06184 0.309 0.444 0.242 0.0671
H -4.44551 -2.61414 -3.79091 -0.447 -0.053 0.144 0.0829
H -2.96903 -4.35801 -2.78184 0.244 -0.158 -0.351 0.1159
H -2.05702 -2.98561 -2.14150 0.763 -0.459 -0.215 0.0747
H -1.63554 -2.10505 -4.47906 -0.339 0.081 0.067 0.1262
H -2.47835 -3.48640 -5.18156 -0.092 -0.100 0.076 0.1444
H -0.73274 -5.56859 -3.33652 -0.426 -0.020 -0.081 0.1072
H 0.44735 -5.70556 -4.56540 -0.055 0.026 -0.356 0.1133
H -1.27601 -5.78777 -5.04258 -0.093 0.384 -0.050 0.1224
H -0.34512 -4.28132 -6.54822 0.130 0.265 -0.300 0.1374
H -0.27432 -2.50610 -6.19109 -0.326 -0.138 0.016 0.1347
H 2.03416 -4.44388 -5.97399 -0.062 -0.042 0.141 0.1171
H 1.99212 -2.78736 -6.46057 0.166 0.171 0.285 0.1205
H 2.43000 -3.92527 -3.82287 0.399 0.375 0.150 0.1162
H 2.34369 -2.16049 -4.17187 -0.062 -0.071 0.442 0.0981
H 0.31224 -3.44543 -2.52592 0.335 -0.009 -0.064 0.1357
H 0.23541 -2.04349 -3.66620 -0.943 -0.123 0.719 0.1173
```
Positions in Å, forces in eV/Å.

The highest occupied orbital energy is -17.19 eV. The HOMO-LUMO gap comes out at 5.87 eV. The value obtained for the energy above the lowest of the compared OMol25 structures with the same formula, charge and spin is 0.0 kJ/mol. The total charge is +4.


C13H12NO5PbS | ωB97M-V/def2-TZVPD

The geometry in XYZ format:
```
33
Properties=species:S:1:pos:R:3:forces:R:3:nbo_charge:R:1
Pb 0.24246 0.41050 -0.59220 -0.510 0.399 -0.199 1.4150
O -3.53057 2.70081 0.08145 0.070 -0.157 -0.056 -0.6852
C -2.80604 1.70873 0.10601 0.046 0.196 0.310 0.7897
O -2.01833 1.30226 -0.81691 -0.063 -0.019 -0.006 -0.8510
C -2.86662 0.80915 1.37149 -0.086 0.002 -0.369 -0.3524
C -2.73745 -0.66965 0.97921 -0.336 0.024 0.253 0.0869
C -3.24452 -1.57184 2.11737 0.126 -0.009 -0.118 -0.4309
C -2.09555 -1.43520 3.14855 0.028 0.046 -0.092 -0.4175
C -1.13881 -0.48932 2.40398 -0.156 0.006 0.399 0.0787
O -1.31766 -0.89693 1.03683 -0.007 -0.070 -0.098 -0.5645
C -1.71267 0.93931 2.41945 0.246 0.045 -0.096 -0.3421
C -0.61237 1.98140 2.15113 -0.278 0.156 0.206 0.8024
O -0.57531 2.98208 2.85192 0.033 -0.166 -0.163 -0.6525
O 0.25660 1.68948 1.23887 0.212 -0.169 -0.199 -0.8616
H -3.82536 1.01775 1.84240 -0.011 -0.027 0.047 0.2235
H -3.11332 -0.90592 -0.01232 0.078 0.008 -0.014 0.2195
H -3.34256 -2.60204 1.77190 -0.017 -0.001 0.013 0.2021
H -4.21106 -1.24312 2.49704 0.001 0.022 -0.005 0.2095
H -1.61772 -2.39510 3.34521 0.002 0.001 -0.005 0.2060
H -2.42328 -1.00987 4.09644 0.031 -0.005 0.011 0.2077
H -0.09032 -0.56638 2.68363 0.001 -0.008 -0.089 0.2244
H -2.12090 1.19158 3.39548 -0.010 -0.027 0.026 0.2261
S 2.97333 -0.25726 -0.14469 0.508 0.168 0.168 -0.3645
C 2.33889 -1.84754 -0.05482 -0.145 -0.146 0.019 0.0716
C 3.15525 -2.99450 0.06140 -0.036 -0.071 -0.050 -0.2832
C 2.57484 -4.23624 0.14521 -0.037 0.101 0.011 -0.1633
C 1.18079 -4.35189 0.12222 0.017 -0.110 -0.017 -0.3160
C 0.44292 -3.19403 0.01630 -0.025 -0.010 -0.042 0.0560
N 0.99451 -1.98364 -0.07514 0.301 -0.186 0.142 -0.5647
H 4.22718 -2.85911 0.08900 0.007 -0.025 -0.016 0.2215
H 3.19199 -5.12233 0.23637 0.016 0.004 0.000 0.2041
H 0.69523 -5.31604 0.18451 -0.030 0.024 0.025 0.2072
H -0.64226 -3.21320 0.01192 0.023 0.006 0.004 0.1973
```
Positions in Å, forces in eV/Å.

The highest occupied orbital energy is -4.92 eV. The HOMO-LUMO gap comes out at 7.65 eV. The value obtained for the energy above the lowest of the compared OMol25 structures with the same formula, charge and spin is 11.7 kJ/mol. The total charge is -1.